Entry 1:
ORCA calculation (ωB97M-V with the def2-TZVPD basis set) on the molecule C12H14BrN5O2 in a non-equilibrium geometry.

Properties
* structure (SMILES): Cc1cc(C)c(OCC(=O)Nc2nnn(C)n2)c(Br)c1
* energy above the lowest of the compared OMol25 structures with the same formula, charge and spin: 1.7 kcal/mol
* total charge: 0
* frontier orbital gap: 0.346 hartree
* LUMO energy: 0.61 eV

Last column: Mulliken charge in e.
Positions of all 34 atoms, in Å:
C: -1.980 -0.657 -3.399  -1.4993
C: -1.898 -0.478 -1.914  0.6958
C: -2.180 0.752 -1.336  -0.7435
C: -2.108 0.981 0.032  1.0734
C: -1.706 -0.073 0.858  0.6631
C: -1.437 -1.308 0.273  0.1424
C: -1.536 -1.528 -1.085  -0.8423
H: -1.318 -2.505 -1.489  0.3452
Br: -0.905 -2.727 1.424  -0.1445
O: -1.597 -0.025 2.232  -0.5564
C: -0.807 0.998 2.809  -0.8294
H: -1.360 1.936 2.921  0.3068
C: 0.460 1.268 1.990  0.5574
O: 0.784 2.366 1.623  -0.5806
N: 1.134 0.111 1.720  0.0137
C: 2.206 -0.024 0.879  0.5147
N: 2.836 -1.188 0.733  -0.7886
N: 3.760 -0.886 -0.159  0.9663
N: 3.707 0.362 -0.538  -0.6994
N: 2.740 0.927 0.096  -0.1758
C: 4.716 -1.826 -0.651  -0.7440
H: 4.200 -2.681 -1.088  0.2816
H: 5.347 -2.176 0.166  0.2886
H: 5.319 -1.321 -1.402  0.3188
H: 0.810 -0.760 2.127  0.1828
H: -0.538 0.628 3.803  0.4481
C: -2.475 2.329 0.573  -1.7394
H: -3.028 2.890 -0.176  0.4737
H: -1.578 2.896 0.824  0.3172
H: -3.096 2.232 1.462  0.3206
H: -2.478 1.570 -1.976  0.3964
H: -2.926 -0.274 -3.777  0.3644
H: -1.178 -0.104 -3.886  0.3089
H: -1.892 -1.706 -3.670  0.3634

Atomic forces in eV per Å
C 0.0 0.1 0.0
C 0.0 0.0 0.1
C 0.1 -0.2 0.0
C 0.0 -0.1 0.2
C 0.0 -0.3 -0.2
C 0.0 -0.1 0.4
C 0.0 0.1 0.0
H 0.0 -0.1 0.0
Br 0.0 -0.1 -0.2
O -0.4 0.1 -0.2
C 0.1 0.3 0.1
H 0.2 -0.1 -0.1
C -0.4 -0.1 0.3
O 0.1 0.2 0.0
N 0.1 -0.3 0.3
C 0.9 -0.6 -0.6
N -0.4 -0.1 0.5
N -0.7 0.5 0.4
N 0.9 -0.1 -0.7
N -0.6 0.6 0.3
C 0.4 -0.5 -0.2
H 0.0 0.1 0.0
H 0.0 0.1 -0.1
H -0.1 0.0 0.1
H -0.1 0.2 -0.1
H 0.0 0.1 -0.1
C 0.1 0.0 0.1
H 0.0 0.0 0.0
H 0.0 0.1 0.1
H 0.0 0.1 0.1
H -0.1 0.1 -0.1
H -0.1 0.0 -0.1
H 0.0 0.0 -0.1
H 0.0 -0.1 -0.1

=====

Entry 2:
ORCA calculation (ωB97M-V with the def2-TZVPD basis set) on a structure of composition C12H14CoN2P in a non-equilibrium geometry.

Properties
* 2S+1: 4
* total charge: -1
* ⟨S²⟩: 3.79
* frontier orbital gap (spin up / spin down): 0.115 / 0.231 hartree
* LUMO energy (spin up / spin down): 2.99 / 2.96 eV

Last column: Mulliken charge in e.
Positions of all 30 atoms, in Å:
C: 2.586 1.056 -1.448  -0.4893
C: 2.860 2.005 -0.389  -0.7253
C: 1.884 3.050 -0.443  -0.3222
C: 1.070 2.872 -1.618  -0.7459
C: 1.397 1.596 -2.213  -0.5977
Co: 0.802 -0.644 -1.153  -0.0658
P: 2.426 -1.968 -0.447  -0.0021
H: 3.312 0.328 -1.852  0.7643
H: 3.663 1.914 0.351  0.3550
H: 1.749 3.871 0.312  0.3459
H: 1.158 1.246 -3.230  0.4193
H: 0.315 3.623 -1.938  0.3582
H: 2.033 -2.355 0.894  0.1131
H: 3.826 -1.671 -0.570  0.1156
H: 1.951 -2.874 -1.502  0.0570
N: -2.281 1.197 1.210  -0.0017
C: -1.115 1.512 0.564  -0.5336
N: -0.536 0.391 0.094  -0.5983
C: -1.336 -0.685 0.491  1.0511
C: -1.102 -2.044 0.341  -0.3217
C: -1.989 -2.929 0.944  -0.7842
C: -3.128 -2.440 1.644  -0.5098
C: -3.359 -1.057 1.763  -0.9454
C: -2.451 -0.180 1.176  0.2618
H: -2.939 1.832 1.602  0.1639
H: -0.765 2.515 0.394  0.4660
H: -0.220 -2.381 -0.220  0.2415
H: -1.798 -3.999 0.861  0.3350
H: -3.809 -3.164 2.080  0.3299
H: -4.205 -0.616 2.303  0.2654

Atomic forces in eV per Å
C -1.1 2.1 -0.7
C -1.0 -0.6 -0.7
C 0.1 -0.2 -0.8
C 0.3 -0.7 0.8
C 2.3 0.3 0.9
Co 0.3 2.2 0.4
P -1.3 0.6 -0.2
H -0.6 0.5 0.3
H -0.4 0.0 -0.3
H 0.3 -0.9 -0.9
H 0.0 0.3 0.5
H 0.4 -0.9 0.2
H 0.9 -0.6 -1.0
H -0.7 -0.8 0.2
H 1.1 -0.3 1.2
N -0.1 -1.4 -0.1
C 0.6 -0.5 -0.7
N -0.7 -1.0 0.4
C 0.0 3.2 0.1
C 1.0 -0.8 -0.7
C -1.8 0.0 1.0
C 1.5 -1.4 -0.9
C -1.2 1.2 0.7
C 0.8 -0.2 0.0
H -0.1 0.3 0.2
H 0.0 -0.1 -0.1
H -0.3 -0.2 0.2
H -0.2 0.2 0.1
H 0.0 0.1 0.0
H 0.1 -0.5 -0.1

=====

Entry 3:
ORCA calculation (ωB97M-V with the def2-TZVPD basis set) on a structure of composition C12H14CuF6I2N2O4S2 in a non-equilibrium geometry.

Properties
* energy above the lowest of the compared OMol25 structures with the same formula, charge and spin: 7.7 kcal/mol
* total charge: -1
* frontier orbital gap: 0.238 hartree
* LUMO energy: 1.73 eV

Last column: Mulliken charge in e.
Positions of all 43 atoms, in Å:
Cu: 0.025 0.910 -1.108  0.1619
I: 2.720 0.468 -2.851  0.0911
C: 2.546 2.558 -2.380  -0.9588
I: 0.450 3.284 -2.224  0.0630
H: 3.021 3.146 -3.159  0.5036
H: 3.008 2.734 -1.414  0.3512
F: -4.404 -1.159 -0.638  -0.2501
C: -3.536 -0.149 -0.715  0.6038
F: -4.236 0.991 -0.638  -0.2408
F: -2.760 -0.196 0.366  -0.2043
S: -2.577 -0.249 -2.338  0.7086
O: -1.600 0.810 -2.248  -0.5821
O: -3.566 -0.040 -3.339  -0.6225
N: -2.015 -1.697 -2.189  -0.2390
S: -1.030 -2.113 -3.361  0.8984
O: -1.673 -2.405 -4.600  -0.6363
O: 0.155 -1.317 -3.410  -0.5634
C: -0.529 -3.812 -2.725  0.6253
F: 0.275 -3.821 -1.667  -0.1942
F: -1.614 -4.521 -2.409  -0.2588
F: 0.106 -4.476 -3.700  -0.2375
C: 0.626 1.890 3.844  -0.9898
N: 1.076 2.422 2.575  0.0635
C: -0.013 2.962 1.790  -0.6238
C: 1.922 1.495 1.821  -1.2001
C: 1.358 0.105 1.591  1.7794
C: 1.567 -0.852 2.583  -0.6025
C: 1.079 -2.137 2.453  -0.6002
C: 0.346 -2.465 1.329  -0.8832
C: 0.115 -1.508 0.358  0.1024
C: 0.626 -0.201 0.429  -0.5128
H: 0.125 2.692 4.389  0.3988
H: 1.496 1.578 4.422  0.2883
H: -0.064 1.039 3.754  0.2843
H: -0.634 3.578 2.440  0.3339
H: -0.642 2.193 1.317  0.0935
H: 0.406 3.598 1.010  0.1467
H: 2.865 1.417 2.381  0.5345
H: 2.125 1.970 0.856  -0.1855
H: 2.130 -0.586 3.472  0.2971
H: 1.271 -2.881 3.217  0.3597
H: -0.047 -3.466 1.205  0.4244
H: -0.498 -1.790 -0.491  0.4724

Atomic forces in eV per Å
Cu 0.5 -0.5 1.0
I 0.0 0.9 0.1
C -0.5 -0.1 -0.1
I 1.3 -0.2 -0.3
H -0.1 -0.1 0.0
H -0.2 0.0 0.0
F 0.0 -0.1 -0.2
C 0.1 -0.2 0.3
F 0.2 0.0 -0.5
F 0.2 -0.1 -0.3
S -1.4 0.1 1.2
O 0.1 0.5 -0.3
O -0.4 -0.1 -0.5
N 0.0 0.2 -0.4
S 0.4 -1.1 0.0
O -0.3 -0.2 -0.3
O 0.5 0.1 0.1
C -0.1 -0.3 0.0
F 0.0 0.4 0.0
F -0.3 0.1 0.0
F 0.0 0.3 -0.2
C 0.0 0.2 -0.1
N 0.0 0.1 0.1
C 0.0 0.0 0.0
C 0.1 -0.1 0.2
C 0.0 0.2 -0.3
C 0.2 0.1 0.0
C 0.1 -0.2 0.2
C -0.1 -0.1 -0.1
C 0.0 0.1 -0.1
C -0.2 0.3 -0.2
H 0.0 0.0 0.1
H 0.0 -0.1 0.1
H 0.0 0.0 0.0
H -0.1 0.1 0.0
H 0.0 0.0 0.0
H -0.1 0.0 -0.1
H 0.0 0.0 -0.1
H 0.1 -0.1 0.0
H 0.1 0.0 0.0
H 0.0 0.0 0.1
H 0.0 -0.1 0.0
H 0.2 0.0 0.2

=====

Entry 4:
ORCA calculation (ωB97M-V with the def2-TZVPD basis set) on a structure of composition C12H14CuN2PS in a non-equilibrium geometry.

Properties
* 2S+1: 2
* total charge: -1
* ⟨S²⟩: 0.77
* frontier orbital gap (spin up / spin down): 0.111 / 0.247 hartree
* LUMO energy (spin up / spin down): 3.20 / 3.09 eV

Last column: Mulliken charge in e.
Positions of all 31 atoms, in Å:
C: 0.197 -0.109 -3.224  -0.4235
C: -0.979 -0.924 -3.365  -0.4482
C: -0.727 -2.186 -2.753  -1.0877
C: 0.600 -2.197 -2.243  -0.4612
C: 1.193 -0.906 -2.487  -0.2025
Cu: 0.293 0.463 -1.206  -0.5111
P: -0.603 2.424 -1.125  0.0637
H: 0.422 0.815 -3.752  0.6027
H: -1.885 -0.641 -3.907  0.3562
H: -1.412 -3.043 -2.769  0.4651
H: 2.249 -0.638 -2.415  0.5266
H: 1.108 -3.050 -1.796  0.3944
H: -1.677 2.641 -0.223  0.0736
H: -1.080 3.011 -2.321  0.0579
H: 0.364 3.367 -0.693  0.0399
N: -2.337 -1.496 0.138  -0.3633
C: -1.380 -1.013 0.945  0.3547
N: -0.275 -0.360 0.576  0.0943
C: 0.480 0.048 1.662  -0.1295
C: 1.631 0.842 1.589  -0.3895
C: 2.128 1.414 2.763  -0.6298
C: 1.506 1.174 3.995  -0.5893
C: 0.366 0.357 4.078  -0.3116
C: -0.139 -0.198 2.909  0.4212
S: -1.624 -1.111 2.683  -0.5162
H: -3.102 -1.978 0.585  0.1768
H: -2.196 -1.579 -0.863  0.1297
H: 2.074 1.030 0.603  0.3238
H: 3.008 2.048 2.694  0.3407
H: 1.923 1.632 4.893  0.3014
H: -0.127 0.162 5.027  0.3406

Atomic forces in eV per Å
C 0.2 -1.5 -0.2
C 0.8 0.3 0.3
C 0.9 0.2 -0.2
C -0.4 0.6 -0.6
C -0.9 -0.4 -1.0
Cu -0.7 -0.7 0.7
P 0.3 0.2 0.2
H -0.2 -0.2 0.1
H 0.3 -0.1 0.2
H 0.3 0.4 0.1
H -0.3 -0.2 0.0
H -0.2 0.3 0.0
H 0.2 0.3 -0.3
H 0.0 0.3 0.4
H -0.6 0.3 -0.1
N -1.7 -0.4 -1.2
C 1.6 0.6 1.0
N 0.6 0.2 0.7
C -1.7 -0.5 -1.4
C 0.9 0.7 0.3
C -0.3 -0.5 -0.8
C 0.6 0.5 0.5
C -0.5 -0.6 -0.7
C 0.5 0.5 1.3
S -0.1 -0.1 0.3
H 0.2 -0.1 -0.4
H 0.2 -0.1 0.4
H 0.0 0.0 0.4
H -0.1 -0.1 0.1
H -0.2 -0.2 -0.2
H 0.1 0.1 -0.1

=====

Entry 5:
ORCA calculation (ωB97M-V with the def2-TZVPD basis set) on a structure of composition C12H14MnN5O4.

Properties
* 2S+1: 2
* total charge: +3
* ⟨S²⟩: 1.07
* frontier orbital gap (spin up / spin down): 0.206 / 0.233 hartree
* LUMO energy (spin up / spin down): -14.42 / -13.69 eV

Last column: Mulliken charge in e.
Positions of all 36 atoms, in Å:
Mn: -0.453 -1.494 -0.629  0.8001
O: -4.214 -2.586 0.122  -0.2838
C: -2.960 -2.426 0.066  0.8699
O: -2.362 -1.690 -0.771  -0.5706
C: -2.092 -3.175 1.008  0.4640
C: -2.412 -4.152 1.933  -0.5295
C: -1.356 -4.818 2.567  -0.2868
C: -0.034 -4.539 2.219  -0.6651
C: 0.180 -3.546 1.276  0.8654
N: -0.821 -2.866 0.740  -0.2272
C: 1.474 -3.185 0.642  0.2258
O: 2.591 -3.402 0.744  -0.1664
O: 0.991 -2.233 -0.573  -0.5741
H: -4.737 -2.107 -0.558  0.4638
H: -3.445 -4.404 2.139  0.5562
H: -1.567 -5.588 3.300  0.5104
H: 0.798 -5.088 2.646  0.5079
C: 2.287 3.410 -2.283  -1.3576
C: 1.563 4.086 -1.124  0.7593
C: 2.230 3.812 0.217  -1.4315
C: 0.066 3.742 -1.108  -1.0025
N: -0.143 2.281 -0.897  0.5696
C: -0.108 1.589 0.250  -0.0294
N: -0.255 0.318 -0.094  -0.0800
N: -0.356 0.294 -1.428  0.3296
N: -0.300 1.457 -1.936  -0.5878
H: 3.311 3.776 -2.343  0.4222
H: 1.809 3.612 -3.242  0.3915
H: 2.354 2.325 -2.146  0.2678
H: 1.556 5.166 -1.296  0.3241
H: 2.337 2.736 0.410  0.3280
H: 1.699 4.278 1.050  0.3802
H: 3.245 4.208 0.217  0.4068
H: -0.417 3.961 -2.059  0.3525
H: -0.466 4.242 -0.299  0.4603
H: 0.005 2.006 1.239  0.5371

Atomic forces in eV per Å
Mn 0.0 -0.1 0.0
O 0.0 0.0 0.0
C 0.0 0.0 0.0
O 0.0 0.0 0.0
C 0.0 0.0 0.0
C 0.0 0.0 0.0
C 0.0 0.0 0.0
C 0.0 0.0 0.0
C 0.0 0.0 0.0
N 0.0 0.0 0.0
C 0.1 -0.1 0.1
O 0.0 0.0 0.0
O -0.1 0.1 0.0
H 0.0 0.0 0.0
H 0.0 0.0 0.0
H 0.0 0.0 0.0
H 0.0 0.0 0.0
C 0.0 0.0 0.0
C 0.0 0.0 0.0
C 0.0 0.0 0.0
C 0.1 0.1 0.0
N 0.0 0.0 0.0
C 0.0 0.0 0.0
N 0.0 0.1 0.1
N 0.0 0.0 0.0
N 0.0 0.0 0.0
H 0.0 0.0 0.0
H 0.0 0.0 0.0
H 0.0 0.0 0.0
H 0.0 0.0 0.0
H 0.0 0.0 0.0
H 0.0 0.0 0.0
H 0.0 0.0 0.0
H 0.0 0.0 0.0
H 0.0 0.0 0.0
H 0.0 0.0 0.0

=====

Entry 6:
ORCA calculation (ωB97M-V with the def2-TZVPD basis set) on the ion C12H14N with charge +1 in a non-equilibrium geometry.

Properties
* energy above the lowest of the compared OMol25 structures with the same formula, charge and spin: 154.8 kcal/mol
* total charge: +1
* frontier orbital gap: 0.268 hartree
* LUMO energy: -4.63 eV

Last column: Mulliken charge in e.
Positions of all 27 atoms, in Å:
C: 0.003 1.516 -3.327  -0.7522
C: 0.357 1.866 -2.109  1.0864
C: -0.502 0.344 -3.649  -0.4236
C: -0.682 -0.673 -2.540  -0.2849
C: 0.427 1.523 -0.911  -0.1657
C: -0.411 -0.539 -1.287  -0.7810
C: 0.258 0.252 0.979  0.7381
C: -0.295 -0.873 0.128  2.0661
C: 0.425 0.079 2.437  -2.1423
C: 0.652 -2.090 0.255  -1.6281
C: -1.709 -1.240 0.638  -1.6156
C: 1.123 2.533 1.125  -0.9835
N: 0.598 1.385 0.411  -0.0393
H: -0.808 0.032 -4.629  0.3863
H: -1.092 -1.571 -2.978  0.4563
H: -0.086 0.872 2.986  0.5080
H: 1.483 0.122 2.708  0.5037
H: 0.035 -0.874 2.779  0.4121
H: 0.805 -2.370 1.292  0.4030
H: 1.613 -1.869 -0.199  0.4277
H: 0.212 -2.937 -0.264  0.4394
H: -1.689 -1.551 1.678  0.3910
H: -2.096 -2.063 0.044  0.4533
H: -2.384 -0.395 0.532  0.4214
H: 0.302 3.201 1.400  0.3560
H: 1.805 3.083 0.474  0.3476
H: 1.657 2.235 2.027  0.4196

Atomic forces in eV per Å
C 0.5 0.6 1.3
C -0.3 0.1 -1.7
C 0.1 0.3 -0.2
C -0.1 -0.2 -0.3
C -1.4 -3.2 -1.4
C 1.3 3.2 0.4
C 0.0 0.0 -0.2
C -0.2 -0.5 0.0
C 0.0 0.0 0.2
C 0.1 0.0 0.2
C 0.0 0.1 0.2
C 0.4 1.0 0.8
N 0.0 -0.6 0.8
H -0.1 -0.2 -0.2
H -0.1 -0.3 0.2
H 0.0 0.0 0.0
H 0.0 0.0 0.0
H 0.0 0.0 -0.1
H 0.0 -0.1 0.2
H 0.1 0.0 0.0
H -0.1 0.0 -0.1
H 0.0 -0.1 0.1
H 0.0 -0.1 -0.1
H -0.1 0.1 0.0
H 0.1 -0.1 0.0
H -0.1 -0.2 0.0
H -0.1 0.0 -0.2